1.
C51H47ClN6O3PPdS2 | the ωB97M-V functional and the def2-TZVPD basis

## Properties
HOMO-LUMO gap (alpha / beta) = 6.8 / 5.1 eV
Energy above the lowest of the compared OMol25 structures with the same formula, charge and spin = 48.1 kcal/mol

```
! RIJCOSX wB97M-V def2-TZVPD def2/J DEFGRID3
* xyz 3 5
H -4.76 0.60 -4.77
H 3.25 -0.86 4.89
H -6.56 4.55 2.34
C 4.03 2.72 -0.65
C -6.03 3.64 2.11
H 6.67 -2.18 -2.17
H -0.75 0.63 6.95
H 0.73 -0.94 -1.67
H 1.86 5.55 0.30
C -1.36 -4.17 1.20
C 4.23 -5.08 -1.50
H -1.28 3.42 -4.36
C 4.16 -3.91 -0.75
H 1.44 -0.26 6.53
C 3.00 -1.16 -4.39
S -2.28 2.56 1.28
H 3.89 3.72 -1.05
C -0.91 -2.74 -0.67
H 0.54 4.42 0.35
H -3.51 -2.67 -1.26
H 3.31 4.14 1.39
H 2.21 2.65 3.03
H -5.17 -3.27 -2.96
H 0.69 2.78 2.14
C -1.44 -1.65 0.04
H 6.77 -4.22 -3.56
C -1.43 3.22 -2.26
H 3.03 -4.82 0.70
N -1.47 1.30 1.69
C -6.71 2.43 2.05
N -0.87 0.94 -1.37
C 2.28 -0.50 4.57
H 3.43 1.70 1.16
C 1.61 4.50 0.15
C 5.04 -2.87 -0.98
C 2.45 -2.92 0.79
H 5.05 2.59 -0.32
H 1.03 -2.48 2.17
C 5.97 -2.99 -2.00
C -4.68 1.28 1.52
C -1.15 2.37 -1.06
C -3.15 -0.69 -2.08
H 1.77 4.29 -0.91
C 1.30 -0.16 5.46
C 2.41 3.59 1.08
C -4.70 -2.29 -2.98
H 3.81 -1.46 -5.06
C 1.73 -1.78 -4.51
O -1.76 3.84 1.61
C -3.54 0.24 -3.06
C -3.77 -1.96 -2.03
C 2.98 2.35 0.40
H 1.39 4.20 2.88
H -0.49 -4.83 -0.65
C -2.07 1.32 5.41
H -4.14 0.36 1.32
H -2.24 -3.25 2.93
N 0.87 0.08 2.71
H 4.20 0.29 -3.40
H -3.17 1.97 3.72
C 6.03 -4.13 -2.78
C 2.25 0.23 -2.55
H -4.11 4.61 1.93
C 2.63 1.19 -1.52
C -0.31 1.60 -3.62
H -1.91 4.16 -2.06
H -2.34 -1.02 1.90
Cl 0.58 1.45 -5.08
H 2.78 -0.60 2.48
C -2.25 1.49 4.03
N 1.64 -3.19 1.81
H -3.11 1.24 -3.07
C -4.00 2.49 1.59
O 3.79 1.79 -1.73
C -0.93 0.76 5.89
C 1.64 3.28 2.35
H 5.05 -1.98 -0.35
O -2.37 2.40 -0.31
C -1.85 -3.10 1.93
H -6.58 0.32 1.72
H -0.28 -1.81 -3.84
C -0.87 -3.99 -0.09
H 5.22 -6.10 -3.10
C -6.04 1.25 1.76
H -7.78 2.41 2.24
H 1.61 -4.10 2.25
S 2.52 -1.33 0.12
C -0.11 0.50 3.58
C 0.88 -0.38 -2.61
H -2.85 1.65 6.08
C -1.31 1.10 3.10
C -1.09 2.82 -3.48
C -4.47 -0.11 -4.01
C 3.22 -0.16 -3.45
N 2.04 1.49 -0.39
H -1.36 -5.17 1.64
C 2.02 -0.35 3.21
H 1.57 -2.53 -5.27
H -0.58 -2.62 -1.70
H -0.34 2.77 -0.44
N 3.19 -3.91 0.30
C -4.66 3.68 1.88
C -1.91 -1.84 1.35
C 5.16 -5.19 -2.52
H -5.79 -1.65 -4.72
C -5.05 -1.38 -3.98
H 3.55 -5.90 -1.30
C 0.08 0.35 4.98
C -0.17 0.71 -2.62
Pd 0.55 0.25 0.58
C 0.71 -1.39 -3.70
P -2.05 -0.18 -0.83
*
```

2.
C14H30HfO5S | the ωB97M-V functional and the def2-TZVPD basis

## Properties
HOMO-LUMO gap = 8.0 eV

```
! RIJCOSX wB97M-V def2-TZVPD def2/J DEFGRID3
* xyz 4 1
H -0.72 2.70 -3.58
S -0.71 -2.60 -0.73
C -2.16 2.29 1.88
H 1.27 1.28 -2.76
H -0.92 0.90 3.10
C 1.05 -2.65 -1.16
O 0.17 1.74 1.62
C 0.03 -3.53 1.81
C -0.82 -3.86 0.57
H 2.66 3.08 -0.20
H 1.69 3.12 2.37
H -0.56 -4.74 0.01
C -0.01 -4.73 2.73
C 1.56 -1.22 -1.45
H 3.28 -1.57 -2.78
O -1.06 1.54 -1.81
H -4.08 1.44 -0.34
C -2.54 1.28 -1.75
H -0.99 -4.98 3.05
O -2.18 1.54 0.55
Hf -0.34 0.66 -0.03
H 1.11 3.85 -0.11
C 3.05 -1.13 -1.83
H 0.46 -5.63 2.36
H 0.91 -0.81 -2.28
C -0.36 2.69 -2.53
O -0.73 -1.21 0.23
H 0.51 -4.58 3.67
C 1.57 2.35 1.55
H 1.50 -0.64 -0.54
H -0.63 3.65 -1.99
H 1.93 2.90 -2.43
H 2.30 1.58 1.74
C 1.66 2.88 0.15
H 1.03 -3.43 1.48
H -2.57 0.22 -1.71
C -0.96 1.83 2.63
H 3.32 -0.08 -1.88
H 3.68 -1.61 -1.07
H 1.52 -3.14 -0.31
O 1.14 1.84 -0.77
H 1.07 -3.24 -2.07
C 1.06 2.21 -2.23
H -0.15 -2.59 2.26
H -2.25 3.36 1.69
H -1.85 -3.99 0.81
H -2.93 1.61 -2.68
C -3.10 1.92 -0.49
H -3.19 2.98 -0.58
H -0.64 2.53 3.46
H -3.09 1.97 2.38
*
```

3.
C3H4N2O | the ωB97M-V functional and the def2-TZVPD basis

## Properties
HOMO-LUMO gap = 10.0 eV
Energy above the lowest of the compared OMol25 structures with the same formula, charge and spin = 85.6 kcal/mol

```
! RIJCOSX wB97M-V def2-TZVPD def2/J DEFGRID3
* xyz 0 1
C -0.96 -0.56 -0.39
H -2.02 -0.66 -0.57
H 1.92 -1.55 -0.53
N -0.12 -1.46 -0.75
N 1.13 -0.95 -0.35
O -0.76 1.82 0.29
H -0.11 0.18 1.39
C 1.19 0.24 0.22
H 0.00 2.41 0.36
C -0.26 0.54 0.33
*
```

4.
C17H20ClN5O | the ωB97M-V functional and the def2-TZVPD basis

## Properties
HOMO-LUMO gap = 7.8 eV
Energy above the lowest of the compared OMol25 structures with the same formula, charge and spin = 390.3 kcal/mol

```
! RIJCOSX wB97M-V def2-TZVPD def2/J DEFGRID3
* xyz 0 1
H -3.28 0.47 3.20
H 1.20 -1.77 2.04
C -0.32 -0.81 -4.10
H 2.53 -0.73 1.28
H -1.52 -0.92 1.46
C 3.40 -2.07 -0.45
O 3.64 -0.58 -2.47
H 0.16 -1.47 -0.42
C -2.13 3.69 3.04
H 1.08 -3.85 0.99
N 0.32 1.91 0.85
C -2.72 1.24 2.98
C -1.79 -1.36 -4.76
H -2.40 4.62 3.45
H -0.16 0.18 -3.89
C 2.05 -1.47 -3.57
H 1.19 -0.89 -5.57
H 4.18 -3.05 -0.70
C -0.01 0.24 0.80
H 2.42 -4.54 0.11
H -2.38 -0.55 -4.82
N 2.21 -2.09 -2.41
Cl -4.20 2.85 4.43
H -1.01 -2.54 -2.91
H 4.14 -1.52 -0.14
H -0.15 4.39 2.09
C -1.64 1.17 2.04
H 0.77 -2.65 -4.81
H 1.00 -3.69 -0.82
C 1.78 -1.48 0.93
C 3.02 -1.68 -1.76
C 1.61 -3.63 0.24
C -0.73 2.20 1.87
N 2.46 -2.39 0.62
H -1.53 -0.90 -2.29
C -2.87 2.43 3.40
C 0.99 -1.44 -4.72
C -1.18 -1.49 -3.34
N 2.96 -0.67 -3.51
N -0.98 0.09 1.44
C -0.77 3.39 2.47
H -1.68 -2.36 -5.24
C 0.82 -0.57 0.01
H 1.48 0.02 -0.67
*
```

Number 1: F_max 0.502 eV Å⁻¹. Number 2: F_max 3.156 eV Å⁻¹. Number 3: F_max 1.152 eV Å⁻¹. Number 4: F_max 19.800 eV Å⁻¹.